(1)
A structure of composition C17H35MgO16, computed with wB97M-V/def2-TZVPD.

Total charge = +1
Molecular weight = 519.756 g mol⁻¹
Energy = -2072.590690 Eh

Each line ends with the Löwdin charge.
Cartesian coordinates (Å):
Mg: 0.369586 0.152569 0.117553  0.522
C: 4.635416 -0.959601 0.027183  -0.094
C: 3.240786 -1.487151 0.333613  -0.410
O: 2.188586 -0.545321 0.321583  -0.343
H: 5.398636 -1.737751 0.018583  0.069
H: 4.958456 -0.269191 0.806333  0.072
H: 4.725026 -0.524131 -0.968027  0.055
H: 3.237396 -2.009911 1.290073  0.096
H: 3.059626 -2.210031 -0.461827  0.075
C: -1.280814 -0.286121 -4.246907  -0.031
O: -0.329034 -1.266831 -3.921167  -0.017
C: 0.313696 -1.249411 -2.693517  -0.453
O: -0.036124 -0.603191 -1.725687  0.092
O: 1.420436 -2.009661 -2.756277  0.013
C: 1.743796 -2.763711 -3.907397  -0.023
H: -0.933464 0.710389 -3.974127  0.090
H: -2.243644 -0.575441 -3.825777  0.094
H: -1.436424 -0.150751 -5.317217  0.106
H: 2.763406 -3.149051 -3.903987  0.103
H: 1.756056 -2.125551 -4.790977  0.106
H: 1.124286 -3.660501 -3.916457  0.109
C: -0.969584 3.460429 -2.063127  0.013
O: 0.468776 3.573639 -2.132477  0.045
C: 1.247846 2.767689 -1.451067  -0.539
O: 0.892086 1.929329 -0.615317  0.063
O: 2.475856 2.955279 -1.868667  0.052
C: 3.469406 2.068239 -1.348157  -0.012
H: -1.421424 4.387889 -2.414897  0.105
H: -1.264124 3.271329 -1.030857  0.082
H: -1.315134 2.631439 -2.680777  0.085
H: 4.450196 2.436869 -1.648597  0.105
H: 3.410586 1.047199 -1.725157  0.084
H: 3.392476 2.070399 -0.260877  0.106
C: 1.897666 -0.129741 3.888703  -0.028
O: 1.142156 1.043009 4.039503  0.035
C: 0.321296 1.485339 3.055503  -0.472
O: 0.256826 1.065669 1.880493  0.049
O: -0.360204 2.496499 3.516263  0.050
C: -1.208894 3.312519 2.747353  -0.005
H: 2.786536 -0.146221 4.519383  0.108
H: 2.197206 -0.369591 2.868483  0.080
H: 1.267846 -0.989241 4.118263  0.096
H: -1.053844 3.241649 1.670773  0.093
H: -1.122144 4.337969 3.106573  0.111
H: -2.216994 2.953829 2.955113  0.084
C: 0.459066 -3.707541 0.023323  0.014
O: -0.182744 -3.501541 1.292823  0.057
C: -0.655624 -2.338581 1.662933  -0.512
O: -0.552284 -1.264241 1.078743  0.068
O: -1.306384 -2.516061 2.809773  0.028
C: -2.150154 -1.547081 3.381653  -0.006
H: 1.326056 -4.355411 0.152533  0.113
H: 0.849126 -2.832721 -0.496917  0.060
H: -0.353504 -4.125681 -0.570817  0.108
H: -2.978344 -1.436401 2.681673  0.095
H: -1.730204 -0.541251 3.387393  0.093
H: -2.441684 -1.929411 4.359883  0.115
C: -3.337234 -1.088361 -0.799217  0.000
O: -3.604384 -0.024991 0.082173  0.044
C: -2.730524 0.892939 0.318533  -0.535
O: -1.522404 0.938709 0.010933  0.035
O: -3.167824 1.800999 1.170053  0.003
C: -4.537284 1.828799 1.665403  0.002
H: -4.003424 -0.999841 -1.657397  0.102
H: -3.588664 -1.994001 -0.247227  0.116
H: -2.396764 -1.070521 -1.349937  0.082
H: -4.939084 0.918399 2.110183  0.099
H: -5.284464 2.072619 0.910173  0.100
H: -4.591334 2.640119 2.391313  0.098

Atomic forces in eV per Å
Mg 1.83 -0.13 0.19
C 0.33 0.20 0.44
C -1.20 0.74 -0.76
O 0.59 -0.15 -0.04
H -0.18 -0.43 0.18
H -0.01 0.39 -0.18
H -0.27 0.33 0.08
H 0.25 -0.32 0.27
H -0.15 -0.68 -0.09
C -0.81 1.03 0.14
O 1.46 -0.50 1.27
C 0.38 -0.22 -2.29
O 0.07 -0.85 -1.49
O -0.90 1.17 1.66
C 0.43 -0.58 -1.11
H -0.19 -0.07 0.71
H -0.01 0.43 0.21
H 0.44 -0.95 -0.17
H 0.14 0.35 1.05
H -0.75 -0.30 -0.08
H -0.34 0.33 -0.59
C 0.14 -0.30 0.71
O -0.75 0.61 -0.39
C -0.21 -1.39 0.29
O 0.39 1.70 -1.35
O 0.01 -0.04 -0.18
C 0.84 -0.19 0.71
H 0.45 -0.03 -0.02
H -0.04 0.00 -0.06
H 0.15 -0.01 -0.02
H -0.28 0.38 -0.03
H -0.64 0.15 0.04
H 0.09 -0.30 -0.11
C 0.13 -2.00 -1.01
O -1.29 1.39 -0.84
C 1.26 -1.00 -1.90
O 0.29 1.18 3.66
O 0.87 -0.10 1.15
C -1.08 0.02 -0.46
H -0.37 0.52 0.14
H 0.12 0.77 -0.38
H -0.08 -0.04 0.57
H 0.34 -0.09 0.15
H 0.26 -0.18 -0.02
H 0.01 0.28 -0.09
C -0.25 0.26 -0.66
O 0.48 0.28 0.38
C -0.16 0.62 0.07
O -0.98 -1.97 0.80
O 1.11 -0.93 -0.27
C -0.50 0.87 -1.01
H -0.47 -0.26 0.23
H -0.25 0.46 0.65
H 0.48 -0.43 -0.32
H -0.60 -0.16 0.39
H 0.52 -0.13 0.47
H 0.02 0.25 -0.24
C -0.49 -0.82 -1.56
O -0.61 0.04 -0.37
C 3.37 0.54 1.23
O -3.60 -0.05 -0.54
O -1.12 0.34 0.18
C -0.71 0.33 -0.18
H -0.70 0.00 0.33
H 0.47 -0.08 -0.29
H 0.61 0.05 1.17
H 0.84 -0.28 0.11
H 0.47 0.11 -0.51
H 0.38 -0.18 0.00


(2)
A structure of composition C17H35N2O3PPdS, computed with wB97M-V/def2-TZVPD.

2S+1 = 5
Total charge = +4
Molecular weight = 484.939 g mol⁻¹
Energy = -1869.559712 Eh

Each line ends with the Löwdin charge.
Cartesian coordinates (Å):
Pd: -0.044925 0.485363 -0.336054  0.543
C: -1.873303 -0.301857 -0.342692  -0.143
O: -2.970200 -0.466805 -0.023070  0.231
C: -0.388492 2.375105 0.284880  -0.056
O: -0.538886 3.278055 0.986643  0.216
C: 1.918356 0.347389 0.005722  -0.176
O: 2.925555 0.525891 0.537928  0.207
C: -1.532313 0.967517 -3.359513  -0.521
P: -0.023062 0.205453 -2.629547  1.045
H: 0.581664 -1.738963 -3.842790  0.139
H: -2.349446 0.265899 -3.121542  0.107
C: 1.490615 0.925907 -3.424883  -0.488
H: 1.274389 0.928974 -4.505720  0.135
C: -1.394350 1.072287 -4.878388  -0.060
H: -1.086892 0.125632 -5.341415  0.095
H: -0.672437 1.853614 -5.150884  0.099
H: -2.366781 1.351960 -5.306114  0.122
C: -1.885194 2.320552 -2.725049  -0.085
H: -1.148389 3.091643 -2.985628  0.084
C: 0.666815 -2.384573 -1.782470  -0.104
H: -1.951206 2.259844 -1.629701  0.026
H: -2.863623 2.641844 -3.113374  0.121
C: -1.428669 -2.161670 -3.177339  -0.067
H: 0.143897 -2.213187 -0.832290  0.045
H: 0.610661 -3.458630 -2.000809  0.072
H: 1.722188 -2.119701 -1.652759  0.075
C: -0.014903 -1.612071 -2.925956  -0.489
H: -1.370238 -3.252334 -3.310660  0.116
H: -1.884692 -1.739067 -4.082544  0.094
H: -2.091866 -1.965958 -2.321353  0.070
C: 2.733539 0.062003 -3.180110  -0.072
H: 2.977902 0.015475 -2.110633  0.049
H: 3.581260 0.527501 -3.699751  0.120
H: 2.617516 -0.958229 -3.564998  0.089
C: 1.717369 2.375017 -2.972455  -0.077
H: 1.866165 2.436279 -1.885768  0.057
H: 0.891959 3.042654 -3.250675  0.076
H: 2.629542 2.750103 -3.456886  0.116
H: -0.180749 -5.485345 -1.263645  0.022
H: -0.180990 -5.578958 -0.520186  0.036
C: -1.012975 -2.107030 6.606427  -0.002
C: 0.183988 -1.557572 5.826655  -0.134
N: -0.393860 -1.142893 4.540325  0.136
C: -0.015721 -0.083925 3.770604  -0.550
S: 0.071287 -0.507017 2.084775  0.989
N: 0.251905 1.109822 4.340375  0.201
C: -0.165381 1.565208 5.680229  -0.132
C: 1.021982 2.082223 6.501837  -0.001
H: -1.798668 -1.333587 6.681097  0.103
H: -0.733358 -2.427348 7.620942  0.131
H: -1.417954 -2.978988 6.065779  0.113
H: 0.713413 -0.751543 6.334886  0.121
H: 0.899139 -2.365513 5.578661  0.188
H: -0.584901 -1.958507 3.970705  0.147
H: 0.496413 1.843203 3.690246  0.175
H: -0.884965 2.382631 5.504964  0.183
H: -0.687275 0.762354 6.202466  0.118
H: 1.450735 2.974201 6.017113  0.110
H: 0.702286 2.383779 7.512612  0.130
H: 1.797725 1.304793 6.624583  0.102

Atomic forces in eV per Å
Pd 0.30 -0.44 -0.43
C -6.17 -0.57 2.17
O 4.06 0.40 -1.61
C -0.54 3.59 3.02
O 0.52 -3.14 -2.86
C 5.41 1.46 2.65
O -3.42 -0.85 -2.19
C -0.42 0.03 0.66
P 0.35 0.27 -4.17
H -0.03 0.18 0.13
H 0.25 0.08 -0.05
C 0.18 0.13 0.44
H -0.21 -0.14 0.21
C 0.24 -0.01 -0.45
H -0.08 0.22 0.03
H -0.20 -0.19 0.01
H 0.19 -0.07 0.15
C 0.01 0.20 -0.25
H -0.29 -0.15 0.08
C 0.32 0.10 -0.27
H -0.22 0.08 -0.22
H 0.32 -0.04 0.21
C -0.03 0.10 -0.10
H -0.13 -0.16 0.15
H 0.04 0.25 0.21
H -0.14 -0.07 -0.05
C -0.36 -0.49 0.15
H 0.00 0.32 0.06
H 0.09 -0.16 0.30
H 0.03 -0.18 -0.22
C -0.16 -0.05 -0.13
H 0.16 -0.03 -0.25
H -0.15 -0.16 0.19
H 0.15 0.25 0.10
C -0.02 0.14 -0.23
H 0.08 0.05 -0.13
H 0.29 -0.16 0.06
H -0.26 -0.02 0.19
H -0.02 -0.08 0.25
H 0.00 0.04 -0.25
C -0.86 -0.45 0.24
C -0.39 0.42 0.29
N 2.45 -0.11 0.44
C -0.43 -0.20 0.20
S 0.12 0.32 1.94
N -1.29 -0.62 0.19
C -0.22 -0.53 0.29
C 0.97 0.51 0.04
H 0.33 -0.38 0.06
H 0.19 0.09 -0.35
H -0.02 0.25 0.39
H -0.02 -0.06 -0.26
H -0.16 -0.01 0.05
H -0.94 -0.35 -0.13
H 0.60 0.40 -0.20
H 0.14 0.09 -0.09
H -0.05 0.09 -0.28
H 0.04 -0.35 0.27
H -0.29 -0.12 -0.45
H -0.31 0.33 -0.18


(3)
A cluster of 3 separate species, C17H36B2NO7 in total, computed with wB97M-V/def2-TZVPD.

Total charge = -1
Molecular weight = 388.099 g mol⁻¹
Energy = -1300.593270 Eh

Each line ends with the Löwdin charge.
Cartesian coordinates (Å):
C: -3.628668 5.080224 -2.760936  -0.110
C: -2.788848 5.556234 -3.979224  -0.251
C: -2.435736 4.449102 -5.012940  -0.223
C: -3.604236 3.509743 -5.407601  -0.213
C: -3.857390 2.308350 -4.454776  -0.235
C: -2.586547 1.699473 -3.807078  -0.206
C: -3.018590 0.372859 -3.075603  -0.213
C: -2.571882 0.310755 -1.588378  -0.245
C: -1.094948 -0.195233 -1.440962  -0.248
B: 0.026378 1.019970 -1.428191  -0.456
B: 0.289330 1.667253 0.088066  -0.577
N: 1.267121 2.816978 0.282829  0.078
O: -0.372639 1.171918 1.260955  0.016
H: -4.041571 5.990867 -2.282936  0.064
H: -4.492128 4.458983 -3.020347  0.051
H: -3.003771 4.616750 -1.982891  0.075
H: -3.285568 6.434642 -4.417276  0.092
H: -1.827952 5.919761 -3.571165  0.099
H: -1.529423 3.924084 -4.682296  0.101
H: -2.140592 4.983373 -5.938552  0.098
H: -4.522459 4.111569 -5.541922  0.105
H: -3.365355 3.096751 -6.403582  0.098
H: -4.582436 2.501412 -3.649744  0.090
H: -4.308493 1.505385 -5.070604  0.102
H: -1.850636 1.412915 -4.576915  0.117
H: -2.134673 2.367369 -3.064684  0.073
H: -4.129103 0.347587 -3.083855  0.087
H: -2.687968 -0.522482 -3.620325  0.099
H: -2.699870 1.262913 -1.049870  0.103
H: -3.226221 -0.444944 -1.102101  0.089
H: -1.043575 -0.747345 -0.476953  0.068
H: -0.890499 -0.938671 -2.243600  0.070
H: -0.263934 1.925938 -2.186120  0.032
H: 1.076194 0.540900 -1.820511  0.035
H: 1.066719 3.470446 -0.463069  0.033
H: 2.217358 2.492695 0.165112  0.037
H: -0.225440 1.766758 1.999792  0.065
C: 1.794017 -0.622362 1.710085  -0.003
C: 2.696045 -1.275799 2.733256  -0.316
C: 2.644245 -0.634742 4.093336  -0.098
O: 3.954020 -0.912498 4.612244  0.059
C: 4.784107 -1.052939 3.550761  -0.576
O: 5.971881 -1.104969 3.630741  0.135
O: 4.089012 -1.116976 2.393125  0.094
H: 1.845107 -1.169362 0.766926  0.104
H: 0.760549 -0.606483 2.041149  0.090
H: 2.113438 0.396828 1.498271  0.082
H: 2.487023 -2.340309 2.789226  0.126
H: 1.881454 -1.059775 4.732972  0.115
H: 2.509318 0.450161 4.043903  0.142
C: 2.807010 -7.688419 5.175450  -0.026
C: 2.743643 -6.423447 4.350287  -0.334
C: 4.001092 -5.595836 4.392519  -0.091
O: 3.500747 -4.275459 4.176294  0.070
C: 2.220155 -4.253626 4.618240  -0.539
O: 1.579412 -3.265597 4.755403  0.169
O: 1.774794 -5.508575 4.879729  0.093
H: 1.887911 -8.264093 5.058401  0.085
H: 3.647627 -8.313253 4.871648  0.089
H: 2.900622 -7.455152 6.237316  0.091
H: 2.458822 -6.658306 3.320137  0.160
H: 4.711152 -5.869909 3.614102  0.142
H: 4.504846 -5.624385 5.362734  0.142

Atomic forces in eV per Å
C 0.10 1.09 0.21
C 0.30 -0.67 0.69
C -0.41 0.97 -0.44
C 0.38 -0.09 0.30
C 0.46 -0.33 -0.47
C -0.89 -1.09 -0.02
C -0.43 1.14 0.70
C 0.52 -1.61 -0.39
C -0.47 0.34 0.16
B -0.48 -0.92 0.07
B -0.27 -0.09 0.52
N -0.90 -0.20 0.96
O 0.30 0.81 -1.11
H 0.10 -0.38 -0.10
H 0.37 0.03 0.02
H -0.28 -0.26 -0.44
H 0.04 -0.42 -0.24
H -0.37 0.08 -0.20
H -0.47 -0.17 -0.03
H 0.01 -0.21 0.33
H 0.27 -0.18 0.08
H -0.07 0.09 0.32
H 0.21 0.18 -0.27
H 0.03 0.28 0.27
H -0.05 0.54 0.26
H 0.00 -0.14 -0.42
H 0.39 -0.06 -0.08
H 0.07 0.23 0.19
H -0.07 -0.12 -0.33
H 0.05 0.45 -0.08
H 0.09 0.13 -0.42
H -0.23 0.26 0.32
H 0.03 0.30 -0.24
H 0.55 0.09 -0.05
H 0.35 -0.04 -0.22
H 0.09 0.07 -0.15
H 0.27 0.22 0.21
C 0.70 -0.44 -0.20
C -0.71 0.53 -0.57
C -0.15 0.16 0.18
O 0.15 0.05 -0.11
C -0.15 0.01 -0.17
O 0.19 -0.06 0.07
O 0.28 -0.11 0.45
H -0.13 0.05 0.00
H 0.03 -0.04 0.04
H -0.02 0.01 0.21
H 0.09 -0.04 0.09
H 0.14 -0.08 0.09
H 0.08 -0.02 -0.16
C -0.41 -0.01 0.15
C 0.11 -0.66 0.28
C 0.35 0.05 -0.25
O -0.11 -0.09 0.09
C -0.04 0.06 0.06
O -0.25 -0.20 0.18
O 0.13 0.18 -0.15
H 0.06 -0.02 -0.05
H 0.00 0.06 -0.06
H 0.13 0.09 -0.05
H 0.04 0.10 0.00
H -0.04 0.20 -0.04
H -0.10 -0.08 0.02